The following is a DFT calculation (ωB97M-V with the def2-TZVPD basis set) of a 2-piece molecular cluster, C5H10IN overall.

Structure (ORCA input):
```
! wB97M-V def2-TZVPD RIJCOSX def2/J DEFGRID3
* xyz 0 3
C 0.522 -0.496 -0.302
C -0.228 -1.552 -0.656
C 0.383 0.450 0.838
C -1.415 -2.038 0.094
C 1.664 1.137 1.225
N -0.745 0.631 1.379
I -0.310 2.981 -2.990
H 1.392 -0.274 -0.911
H -1.376 2.515 -4.045
H 0.064 -2.121 -1.530
H -1.308 -3.099 0.316
H -2.315 -1.914 -0.506
H -1.535 -1.468 1.010
H 2.494 0.433 1.199
H 1.585 1.564 2.225
H 1.871 1.937 0.516
H -0.742 1.314 2.136
*
```

## Properties
Relative energy (zero: lowest compared OMol25 entry of this formula, charge and spin) in kcal per mole: 9.21
Total energy in hartree: -548.76441
HOMO-LUMO gap (alpha / beta) in eV: 5.853 / 6.108
Max |F| in Eh/bohr: 0.148

=====

The following is a DFT calculation (ωB97M-V with the def2-TZVPD basis set) of an isolated ion of composition C3H11NOP and charge +1.

Structure (ORCA input):
```
! wB97M-V def2-TZVPD RIJCOSX def2/J DEFGRID3
* xyz 1 3
C -0.207 2.045 0.724
C -0.451 -2.174 0.402
C 1.529 -0.069 -0.906
N -0.594 0.614 0.890
O -1.116 -0.291 -1.537
P -0.140 -0.414 -0.279
H -0.598 2.388 -0.331
H -0.687 2.600 1.553
H 0.823 2.141 0.673
H -0.709 -2.166 1.494
H 0.361 -2.836 0.301
H -1.338 -2.474 -0.219
H 1.405 1.036 -1.286
H 1.709 -0.656 -1.780
H 2.363 -0.161 -0.225
H -0.457 0.226 1.754
H -1.892 0.190 -1.229
*
```

## Properties
Relative energy (zero: lowest compared OMol25 entry of this formula, charge and spin) in kcal per mole: 46.73
Total energy in hartree: -591.75768
HOMO-LUMO gap (alpha / beta) in eV: 4.681 / 6.525
Max |F| in Eh/bohr: 0.119

=====

What did the second record say?
The following is a DFT calculation (ωB97M-V with the def2-TZVPD basis set) of an isolated ion of composition C3H11NOP and charge +1.

Structure (ORCA input):
```
! wB97M-V def2-TZVPD RIJCOSX def2/J DEFGRID3
* xyz 1 3
C -0.207 2.045 0.724
C -0.451 -2.174 0.402
C 1.529 -0.069 -0.906
N -0.594 0.614 0.890
O -1.116 -0.291 -1.537
P -0.140 -0.414 -0.279
H -0.598 2.388 -0.331
H -0.687 2.600 1.553
H 0.823 2.141 0.673
H -0.709 -2.166 1.494
H 0.361 -2.836 0.301
H -1.338 -2.474 -0.219
H 1.405 1.036 -1.286
H 1.709 -0.656 -1.780
H 2.363 -0.161 -0.225
H -0.457 0.226 1.754
H -1.892 0.190 -1.229
*
```

## Properties
Relative energy (zero: lowest compared OMol25 entry of this formula, charge and spin) in kcal per mole: 46.73
Total energy in hartree: -591.75768
HOMO-LUMO gap (alpha / beta) in eV: 4.681 / 6.525
Max |F| in Eh/bohr: 0.119